1.
Below is one molecule with the formula C3H2N2O in a non-equilibrium geometry, with properties calculated with ωB97M-V with the def2-TZVPD basis set.

XYZ file:
```
8
Properties=species:S:1:pos:R:3:forces:R:3:nbo_charge:R:1
O 1.92511 0.05114 0.20033 -2.8 -0.4 -1.3 -0.461
C 0.73278 -0.00041 -0.16322 6.7 2.1 1.1 0.437
C -0.05055 -1.20879 -0.23496 -4.5 2.7 2.0 -0.071
N -1.19174 -0.75824 0.27007 1.3 -0.8 -2.3 -0.141
N -1.27416 0.66920 0.03153 -7.1 -0.7 1.6 -0.243
C -0.21303 1.21097 -0.08938 5.2 -1.0 -0.4 0.007
H 0.02834 -2.21893 -0.03978 1.3 -1.9 -0.2 0.240
H 0.04325 2.25506 0.02541 -0.1 0.0 -0.6 0.232
```
Positions in Å, forces in eV/Å.

## Properties
* LUMO level: -1.426 eV
* energy relative to the best compared isomer or geometry (same formula, charge and spin): 2.611 eV
* F_max: 7.34 eV Å⁻¹
* HOMO: -10.011 eV
* E_tot: -300.135468 a.u.
* Kohn-Sham gap: 8.5852 eV
* SMILES string: O=C1C=NN=C1

2.
Below is C3H2N2O as an isolated structure in a non-equilibrium geometry, with properties calculated with ωB97M-V with the def2-TZVPD basis set.

XYZ file:
```
8
Properties=species:S:1:pos:R:3:forces:R:3:mulliken_charge:R:1
O 0.72563 1.25731 0.00144 0.1 0.0 0.2 -0.496
C -0.17881 0.26977 -0.21647 0.1 0.1 -0.5 0.318
C 0.38393 -0.99428 -0.71236 0.2 -0.6 -0.2 0.203
N 0.86098 -1.95887 -1.12655 -0.3 0.7 0.3 -0.320
C -0.65239 -0.30750 1.43624 -1.1 0.4 -0.3 -0.185
N -1.63952 0.15750 0.94168 1.1 -0.5 0.6 -0.197
H 1.41584 0.93220 0.60062 -0.1 0.1 -0.1 0.403
H -0.91565 0.64387 -0.92460 0.0 -0.1 0.1 0.273
```
Positions in Å, forces in eV/Å.

## Properties
* LUMO level: 0.089 eV
* energy relative to the best compared isomer or geometry (same formula, charge and spin): 2.528 eV
* F_max: 1.31 eV Å⁻¹
* HOMO: -11.849 eV
* E_tot: -300.138496 a.u.
* Kohn-Sham gap: 11.9376 eV